Entry 1:
DFT (the ωB97M-V functional and the def2-TZVPD basis) results for a 2-piece molecular cluster, C37H23BF6 overall at a distorted geometry.

ORCA input file:
```
! RIJCOSX wB97M-V def2-TZVPD def2/J DEFGRID3
* xyz 0 1
C 3.3343 -3.4996 6.2417
C 0.8018 -4.7589 -1.4976
C 0.5416 -1.6735 3.8699
F 1.6558 -1.8136 4.6408
C 1.8365 -4.9258 5.1041
C 5.2508 -3.4017 4.7869
H 1.6199 -6.0390 2.4189
C 0.6130 -2.1039 2.5569
C 5.9171 -2.7368 5.7999
H 4.6916 -8.8462 1.2378
C 3.9935 -2.8215 7.2489
C 5.2395 -0.8497 0.1766
C 5.2020 -7.4178 2.7737
C 1.1463 -3.9675 0.8404
H 6.2206 -7.8029 2.8969
C 2.0461 -4.2010 6.3399
C 2.6585 -6.4216 2.5027
C -0.0382 -5.0389 7.2563
C -0.5405 -1.0269 4.4895
H 2.4179 -3.9173 3.2636
H -0.4427 -6.5351 -1.7727
C 4.1941 -0.0908 0.7523
H -2.3843 -0.6271 1.6844
C 1.3448 -3.8781 -0.5551
C 5.3284 -2.4106 7.0391
H 6.9691 -2.4728 5.6694
F -0.4460 -1.6587 0.4170
F 2.0339 -2.8416 -1.1175
H 5.4675 -5.9305 4.3449
H 0.7395 -6.5503 4.2651
H 3.4647 -2.5795 8.1840
H 5.7836 -3.7609 3.8970
H -0.4757 -0.8249 5.5685
H -0.9930 -6.5235 6.0148
C 0.7985 -5.8197 5.0762
C -0.5217 -5.7534 0.2689
C 3.0306 -2.2024 1.4830
C 5.1904 -2.2476 0.2363
C -1.5595 -0.9318 2.3271
C -1.6365 -0.6853 3.7037
C 3.9109 -3.7202 4.9492
C -0.1530 -5.8793 6.0799
H 5.8583 -1.8617 7.7983
H 2.3320 -7.9467 1.0399
C 0.0877 -4.8420 1.1206
F -0.3862 -4.8348 2.4159
C -0.4539 -1.5828 1.7915
F 2.1577 0.0587 1.8564
F 3.9767 -4.2081 0.6673
C 3.1336 -0.7920 1.3748
C 1.1178 -4.2045 7.3544
B 1.7688 -2.9739 1.9264
H 6.0428 -0.3389 -0.3471
H -0.8075 -5.0141 7.9678
H 1.0470 -4.6653 -2.5439
C -0.1021 -5.7831 -1.0812
C 2.9048 -4.5064 4.0590
C 3.0432 -7.5272 1.7547
H 1.2130 -3.5153 8.2052
H 4.1685 0.9753 0.6809
C 3.5097 -5.7414 3.3433
C 4.8015 -6.2974 3.5358
H 5.9415 -2.8740 -0.2540
H -1.2539 -6.4493 0.6503
C 4.3370 -8.0135 1.8907
H -2.5291 -0.2345 4.1653
C 4.0677 -2.8651 0.8556
*
```

Values from the calculation:
* frontier orbital gap: 7.1 eV
* ΔE to the lowest compared entry with this formula, charge and spin: 1.4783 eV
* structure (SMILES): Fc1cccc(F)c1B(c1c(F)cccc1F)c1c(F)cccc1F.c1ccc(C2c3ccccc3-c3ccccc32)cc1
* E_HOMO: -8.10 eV

Computed Löwdin charges, given in elementary charges: C -0.14; C 0.01; C -0.21; F 0.08; C -0.08; C -0.05; H 0.10; C 0.00; C -0.09; H 0.12; C -0.02; C -0.05; C -0.09; C 0.00; H 0.11; C -0.13; C -0.07; C -0.03; C 0.00; H 0.10; H 0.10; C 0.01; H 0.12; C -0.20; C -0.06; H 0.10; F 0.07; F 0.08; H 0.11; H 0.11; H 0.12; H 0.12; H 0.12; H 0.09; C -0.05; C -0.01; C 0.00; C 0.00; C -0.01; C -0.07; C -0.09; C -0.05; H 0.09; H 0.11; C -0.23; F 0.05; C -0.19; F 0.06; F 0.08; C -0.14; C -0.02; B -0.20; H 0.11; H 0.07; H 0.11; C -0.03; C -0.07; C -0.06; H 0.11; H 0.11; C -0.15; C -0.01; H 0.12; H 0.12; C -0.11; H 0.11; C -0.22


Entry 2:
DFT (the ωB97M-V functional and the def2-TZVPD basis) results for C31H23I2InO5P as an isolated structure at a distorted geometry.

ORCA input file:
```
! RIJCOSX wB97M-V def2-TZVPD def2/J DEFGRID3
* xyz -1 1
C -1.9277 5.0976 1.2622
H 0.9220 -5.5216 -0.7512
H 1.3870 -6.0683 1.4371
C -0.7054 -3.6422 4.2729
C -0.6680 6.0403 -6.0742
O -1.3963 8.2304 -2.5872
H -3.5381 0.8852 -1.1037
H -4.0771 0.7756 1.3026
H 4.1594 -3.7182 1.1722
H -0.5027 6.5251 -7.0303
H 9.1873 -6.3895 -0.2599
C -3.0039 0.1933 -0.4615
C -2.6259 -0.7628 1.7204
C -2.9461 -0.8122 3.1658
C -1.3130 -2.6780 3.4702
C -1.8829 6.4877 1.1832
H 8.7037 -7.3416 -1.7308
I 7.0006 -4.7466 -2.4488
O -0.0840 -3.3028 1.5739
C -1.1014 4.7947 -3.6207
C 5.9221 -6.3165 0.0914
C -1.7669 4.3290 0.1163
O -3.7686 -0.0498 3.6453
C -1.6482 -1.5995 1.1820
C -0.6221 4.6514 -5.9796
H -1.9960 7.0864 2.0804
C -0.9199 6.8074 -4.9436
C -1.3365 -1.5239 -0.1754
C -1.0313 -3.7293 5.6206
C -1.5616 4.9499 -1.1157
C -1.6960 7.1098 -0.0452
O 1.8950 -7.6992 -0.3602
C -2.0134 -0.6287 -0.9941
C -3.3070 0.1306 0.8933
H 0.0190 -4.3288 3.8480
H -2.2027 -2.9092 7.2283
C -2.2569 -1.8092 4.0186
H -0.5628 -4.4848 6.2419
H -1.6671 8.1924 -0.1017
C -2.5686 -1.8882 5.3758
H 8.2495 -7.9976 -0.0873
C -0.9452 -2.5821 2.0385
C 7.0258 -6.1896 -0.7900
H -1.7724 -0.5737 -2.0500
C -1.3493 4.1213 -2.3249
O -1.3714 2.9066 -2.2517
C -1.9558 -2.8462 6.1739
C -1.3600 7.0149 -2.5062
H -0.5694 -2.1650 -0.5961
C 8.3579 -7.0434 -0.6804
P 1.8825 -6.2163 0.0879
H -0.9497 7.8885 -5.0220
H -1.7971 3.2467 0.1843
C -1.5410 6.3425 -1.1988
H -0.4160 4.0539 -6.8610
C -1.1276 6.1865 -3.7122
H 4.0755 -4.0892 -1.6806
C -0.8427 4.0288 -4.7570
H -2.0827 4.6132 2.2201
H -0.8088 2.9468 -4.6906
In 4.0903 -4.9835 -0.1290
H -3.2916 -1.2068 5.8104
I 5.9834 -7.8012 1.7204
*
```

Values from the calculation:
* frontier orbital gap: 4.7 eV
* E_HOMO: -4.67 eV

Computed Löwdin charges, given in elementary charges: C -0.05; H -0.07; H -0.08; C 0.01; C -0.06; O 0.10; H 0.10; H 0.12; H -0.12; H 0.11; H 0.07; C -0.07; C -0.09; C -0.28; C -0.08; C -0.06; H 0.06; I 0.66; O 0.11; C -0.08; C -0.82; C 0.01; O 0.09; C -0.08; C -0.06; H 0.11; C 0.00; C 0.01; C -0.06; C -0.08; C 0.00; O -0.67; C -0.05; C -0.01; H 0.12; H 0.10; C -0.09; H 0.11; H 0.12; C -0.01; H 0.01; C -0.28; C -0.86; H 0.11; C -0.28; O 0.10; C -0.07; C -0.28; H 0.13; C -0.24; P 0.44; H 0.12; H 0.12; C -0.09; H 0.11; C -0.08; H -0.15; C 0.00; H 0.11; H 0.12; In 0.15; H 0.12; I 0.62


Entry 3:
DFT (the ωB97M-V functional and the def2-TZVPD basis) results for an isolated ion of composition C4H11N2S and charge -1 at a distorted geometry.

ORCA input file:
```
! RIJCOSX wB97M-V def2-TZVPD def2/J DEFGRID3
* xyz -1 1
S -1.7292 -1.4191 -1.1599
H -2.0666 0.8172 1.1343
H 1.0414 -0.8579 -2.2232
N -1.6204 1.5605 1.6729
H -0.9047 2.8914 0.3048
H 0.1293 -2.2520 0.1643
H 1.1143 -0.3618 0.8937
H 0.1748 -3.0828 -1.3748
H -0.8915 0.5233 -0.5127
H -1.2620 0.9396 2.4043
C -0.4561 1.9946 0.8563
C 1.1336 -1.0775 -1.1441
N -0.0771 0.9999 -0.0935
H 2.0437 -1.6622 -1.0666
H 2.0134 0.5889 -0.1808
H 0.3666 2.4554 1.3786
C 1.0239 0.0814 -0.1421
C -0.0333 -2.1388 -0.9115
*
```

Values from the calculation:
* frontier orbital gap: 6.7 eV
* ΔE to the lowest compared entry with this formula, charge and spin: 1.6029 eV
* structure (SMILES): NCNCCC[S-]
* E_HOMO: -2.67 eV

Computed Löwdin charges, given in elementary charges: S 0.15; H 0.03; H 0.09; N -0.02; H 0.10; H 0.02; H 0.10; H 0.02; H -0.04; H 0.04; C -0.34; C -0.29; N -0.12; H 0.08; H 0.09; H 0.09; C -0.30; C -0.71


Entry 4:
DFT (the ωB97M-V functional and the def2-TZVPD basis) results for C20H21INO2PRuS2 as an isolated structure.

ORCA input file:
```
! RIJCOSX wB97M-V def2-TZVPD def2/J DEFGRID3
* xyz -1 6
H -4.4866 1.7138 -3.8571
S 0.3915 -1.4604 2.5373
C -0.7865 4.1305 -2.7220
I 1.8913 -0.5441 -1.7913
C -1.3472 2.0389 -1.5475
C 1.0718 -4.0628 0.0514
H -1.8544 0.0831 2.2957
H -2.9629 3.6593 -4.1131
C -3.2083 1.7420 2.0005
H -4.0455 1.2160 2.4627
H -1.0329 4.8379 -3.5048
H -3.2931 1.6233 0.9188
H 1.6336 0.9318 2.9846
C 1.1674 -6.4748 -0.1595
H -3.9473 -0.0427 -2.2177
H 4.2385 -5.2091 0.5320
C 0.4366 -5.3060 -0.1844
C -3.3101 0.8289 -2.2919
H 3.1032 -7.3685 0.1233
C 2.2874 1.5102 2.3249
H 0.6708 -7.4209 -0.3398
P 0.1902 1.2501 0.7360
C 2.5362 -6.4466 0.1016
H 2.6050 2.4054 2.8659
C -1.6385 3.0116 -2.5430
H 0.9669 5.1559 -2.0831
H 2.9422 -3.0938 0.4773
C -2.2069 0.8904 -1.4622
C -3.6083 1.8189 -3.2330
C -0.2161 2.2869 -0.7016
S -2.0163 -0.5110 -0.4209
O 1.5417 1.9935 1.1904
C -2.7760 2.8909 -3.3731
H 4.1103 0.4786 2.7600
C 0.5775 3.3853 -0.9127
C 0.3082 4.3092 -1.9375
H -0.6262 -5.3091 -0.3823
H -1.7758 1.3145 3.5672
H 3.1706 -0.2528 1.4464
H -3.2814 2.8014 2.2478
O -0.8055 1.8203 1.8671
C 3.1741 -5.2300 0.3332
C -1.9064 1.1526 2.4939
Ru 0.2936 -1.0401 0.3643
C 2.4646 -4.0496 0.3067
C 3.4826 0.6912 1.8918
N 0.3719 -2.9346 0.0206
H 4.0712 1.2373 1.1547
H 1.4336 3.5470 -0.2774
*
```

Values from the calculation:
* frontier orbital gap (alpha / beta): 6.6 / 5.9 eV
* ΔE to the lowest compared entry with this formula, charge and spin: 0.0000 eV
* E_HOMO (alpha / beta): -3.78 / -4.32 eV
* ⟨S²⟩: 8.821

Computed Löwdin charges, given in elementary charges: H 0.10; S 0.06; C -0.04; I -0.01; C -0.16; C -0.43; H 0.01; H 0.10; C -0.09; H 0.08; H 0.10; H 0.04; H 0.05; C -0.11; H 0.08; H 0.10; C -0.03; C -0.15; H 0.09; C -0.30; H 0.09; P 0.62; C -0.11; H 0.11; C -0.17; H 0.10; H 0.08; C -0.61; C -0.10; C -0.26; S 0.56; O -0.34; C -0.07; H 0.07; C -0.08; C -0.08; H 0.11; H 0.11; H 0.02; H 0.07; O -0.29; C -0.10; C -0.34; Ru 0.23; C -0.04; C -0.10; N -0.11; H 0.08; H 0.10


Entry 5:
DFT (the ωB97M-V functional and the def2-TZVPD basis) results for one molecule with the formula C3H6N2S at a distorted geometry.

ORCA input file:
```
! RIJCOSX wB97M-V def2-TZVPD def2/J DEFGRID3
* xyz 0 3
N -1.8225 1.0722 -0.1295
H 0.6933 0.1502 -1.6281
H 2.1652 0.2040 -0.8409
H 1.3644 -1.3775 -0.9161
H 0.8440 -0.0020 1.4985
C 1.2058 -0.2175 -0.7513
H -0.0136 2.1230 0.4682
N -0.8216 -1.2032 0.4436
C -0.6373 1.2883 0.2565
S -2.2304 -0.4962 -0.2542
C 0.2925 -0.0852 0.4447
H -1.0396 -1.4560 1.4087
*
```

Values from the calculation:
* frontier orbital gap (alpha / beta): 5.9 / 7.5 eV
* ΔE to the lowest compared entry with this formula, charge and spin: 1.6486 eV
* E_HOMO (alpha / beta): -5.08 / -9.56 eV
* ⟨S²⟩: 2.008

Computed Löwdin charges, given in elementary charges: N -0.39; H 0.06; H 0.05; H 0.11; H 0.16; C -0.11; H 0.07; N -0.31; C -0.31; S 0.98; C -0.36; H 0.06


Entry 6:
DFT (the ωB97M-V functional and the def2-TZVPD basis) results for a 2-piece molecular cluster, C2H9NO2 overall at a distorted geometry.

ORCA input file:
```
! RIJCOSX wB97M-V def2-TZVPD def2/J DEFGRID3
* xyz 0 1
H -0.5896 0.4368 -2.6284
H -1.3000 -1.1547 0.6248
H 1.1954 -1.9037 0.0082
H -1.5923 1.0351 0.6701
H 0.5006 1.5365 -0.1771
H 0.0064 -1.2791 1.9675
C -0.6522 0.7397 1.2215
O 0.3491 0.6271 -2.7501
H -0.7558 1.1105 2.2401
O 0.5530 1.3856 0.7876
H 1.1952 -0.4350 -0.5071
H 0.8462 -0.1186 -2.3661
N 0.5539 -1.1322 -0.1083
C -0.3100 -0.8482 1.0174
*
```

Values from the calculation:
* frontier orbital gap: 10.1 eV
* ΔE to the lowest compared entry with this formula, charge and spin: 0.9666 eV
* structure (SMILES): NCCO.O
* E_HOMO: -9.31 eV

Computed Löwdin charges, given in elementary charges: H 0.04; H 0.09; H 0.07; H 0.12; H 0.07; H 0.10; C -0.20; O -0.07; H 0.10; O -0.12; H 0.05; H 0.02; N -0.04; C -0.23